No. 1
C9H14AsO9OsS as an isolated structure, computed with the ωB97M-V functional and the def2-TZVPD basis.

Computed properties:
Net charge   +1
HOMO level (spin up / spin down)   -0.453 / -0.451 Eh
Total energy   -3752.942846 Eh
Frontier orbital gap (spin up / spin down)   7.20 / 7.15 eV

Last column: natural (NBO) charge in e.
Cartesian coordinates (Å):
Os (0.3843, -0.5120, 0.8645)  1.37
O (3.7581, -1.1949, 3.2531)  -0.60
C (2.8338, -1.1476, 2.3344)  0.82
O (1.8491, -0.4215, 2.4218)  -0.59
C (3.0524, -2.1055, 1.1916)  -0.18
O (2.1466, -1.8253, 0.1363)  -0.52
C (2.7436, -1.2978, -1.0672)  -0.18
C (1.9540, -0.0806, -1.4895)  0.75
O (1.8418, 0.3081, -2.6112)  -0.52
O (1.4212, 0.5688, -0.4366)  -0.70
H (3.5306, -0.5925, 3.9834)  0.53
H (2.8963, -3.1178, 1.5721)  0.26
H (4.0879, -2.0307, 0.8588)  0.24
H (2.7440, -2.0601, -1.8435)  0.24
H (3.7695, -0.9880, -0.8636)  0.22
O (-2.2893, -2.1854, -1.6269)  -0.52
C (-1.4901, -1.8755, -0.7937)  0.66
O (-1.0276, -0.6556, -0.5966)  -0.74
C (-0.9580, -2.8788, 0.2277)  0.65
O (-1.1495, -4.0454, 0.2074)  -0.45
O (-0.1937, -2.2841, 1.1981)  -0.63
C (-3.5775, 0.8902, -0.4574)  -0.95
As (-1.9690, 1.9007, -0.1871)  1.48
C (-2.5238, 3.6447, 0.3941)  -0.97
C (-1.0142, 2.1323, -1.8286)  -0.94
S (-0.7533, 1.2460, 1.5481)  -0.15
H (-4.3041, 1.5585, -0.9195)  0.26
H (-3.9522, 0.5526, 0.5070)  0.26
H (-3.3680, 0.0409, -1.1024)  0.29
H (-3.2075, 4.0468, -0.3523)  0.26
H (-1.6545, 4.2920, 0.4897)  0.26
H (-3.0292, 3.5659, 1.3548)  0.26
H (-1.6934, 2.6722, -2.4892)  0.26
H (-0.7429, 1.1630, -2.2335)  0.29
H (-0.1157, 2.7161, -1.6439)  0.27

No. 2
One molecule with the formula C9H18NOP, computed with the ωB97M-V functional and the def2-TZVPD basis.

Computed properties:
HOMO level   -0.294 Eh
Total energy   -824.958295 Eh
Frontier orbital gap   7.85 eV

Last column: natural (NBO) charge in e.
Cartesian coordinates (Å):
C (-2.9196, -0.5414, -1.7810)  -0.16
C (-2.3938, -1.6596, -2.4824)  -0.09
C (-2.2180, 0.5779, -1.3621)  -0.59
C (-1.0229, -1.7663, -2.7328)  -0.40
C (-3.2447, -2.7932, -2.7248)  -0.63
C (3.9909, 1.2902, 2.1897)  -0.63
C (2.7886, 2.1545, 1.8562)  -0.42
C (1.4897, 1.7540, 2.5208)  -0.40
C (0.9338, 0.4227, 1.9522)  -0.23
N (0.4621, 0.5069, 0.6155)  -1.00
O (-1.3580, -1.3168, 0.7697)  -1.09
P (-0.6666, -0.5170, -0.2208)  1.63
H (-3.9692, -0.8954, -1.4097)  0.21
H (-1.6612, 1.0957, -2.0945)  0.23
H (-2.7868, 1.2232, -0.7328)  0.23
H (-0.6283, -2.8260, -3.1240)  0.21
H (-0.3125, -0.9794, -2.8999)  0.21
H (-3.1013, -3.7051, -2.0701)  0.23
H (-3.1342, -3.1112, -3.8051)  0.22
H (-4.1815, -2.4146, -2.6332)  0.21
H (4.1294, 1.0634, 3.2195)  0.21
H (4.1185, 0.2850, 1.7763)  0.21
H (4.9126, 1.8214, 1.9815)  0.22
H (2.8633, 3.2348, 1.9897)  0.22
H (2.6580, 2.2054, 0.7974)  0.19
H (1.8028, 1.5660, 3.6502)  0.21
H (0.7283, 2.5626, 2.3446)  0.21
H (-0.0820, 0.0505, 2.5016)  0.23
H (1.7232, -0.3926, 1.9821)  0.18
H (1.0796, 1.1044, -0.0738)  0.39

No. 3
C13H15AuO4S3 as an isolated structure, computed with the ωB97M-V functional and the def2-TZVPD basis.

Computed properties:
Multiplicity   3
HOMO level (spin up / spin down)   -0.336 / -0.336 Eh
⟨S²⟩   2.014
Total energy   -2135.464688 Eh
Frontier orbital gap (spin up / spin down)   7.57 / 4.85 eV

Last column: Löwdin spin population.
Cartesian coordinates (Å):
Au (1.9540, -2.9528, -3.7062)  0.38
S (0.7596, -6.4850, -6.0946)  0.75
C (1.1178, -4.9813, -5.5900)  0.10
S (-0.0282, -4.1053, -4.6279)  0.45
S (2.6213, -4.1630, -5.7096)  0.26
C (3.1087, 0.7595, -0.6026)  0.00
C (1.8305, -0.0165, -0.8748)  0.00
C (0.8114, 1.1077, -0.8052)  0.00
O (1.5076, -0.9350, 0.1655)  0.00
C (1.9271, -0.7768, -2.2113)  0.01
O (1.5767, -0.2653, -3.2557)  0.00
O (2.2939, -1.9578, -1.9780)  0.04
H (3.2350, 1.0250, 0.4591)  0.00
H (3.1564, 1.4559, -1.3809)  0.00
H (3.8994, 0.0831, -0.8284)  0.00
H (0.9915, 1.7939, -0.0071)  0.00
H (-0.2273, 0.8329, -0.8008)  0.00
H (0.8994, 1.7520, -1.6920)  0.00
H (2.0625, -1.7236, 0.0850)  0.00
C (-2.4869, -1.2677, 0.9944)  0.00
C (-2.6872, -0.5695, 2.3343)  0.00
O (-3.2137, -1.0262, 3.3221)  0.00
C (-2.0340, 0.8617, 2.5086)  0.00
C (-1.6489, 1.2765, 3.7691)  0.00
C (-1.2741, 2.5804, 3.9729)  0.00
C (-1.1428, 3.4897, 2.9437)  0.00
C (-1.5310, 3.0781, 1.6428)  0.00
C (-2.1146, 1.8044, 1.4541)  0.00
H (-3.2480, -2.1025, 1.1287)  0.00
H (-1.4035, -1.6095, 0.9827)  0.00
H (-2.6460, -0.4858, 0.2004)  0.00
H (-1.7921, 0.5362, 4.5728)  0.00
H (-1.0747, 2.9935, 4.9763)  0.00
H (-0.7936, 4.5116, 3.0712)  0.00
H (-1.6126, 3.8427, 0.9498)  0.00
H (-2.7935, 1.6388, 0.6317)  0.00

no.,molecular weight (g/mol)
1,563.4
2,187.2
3,528.4